[1]
Molecular formula: C37H47BrMnN7PS2
Method: DFT, ωB97M-V with the def2-TZVPD basis set

Summary:
2S+1: 2
Relative energy (zero: lowest compared OMol25 entry of this formula, charge and spin) (kcal/mol): 24.29
Largest force on an atom (hartree/bohr): 0.0634
<S²>: 1.203
Total charge: +2
Frontier orbital gap (alpha / beta) (eV): 7.4 / 7.3

Positions of all 96 atoms, in Å:
Br: 1.33120 -6.31020 3.03500
Mn: 0.29810 -0.81700 0.84510
S: -1.17400 -0.43660 5.21400
S: -2.12410 -0.02940 1.05290
P: -2.79480 -0.88660 -1.61400
N: -1.65640 -0.73510 -0.40670
N: 2.48590 -0.71240 0.71290
N: -0.30900 1.97670 0.60810
N: 0.57500 0.98910 0.35240
N: 0.18630 -0.36590 3.01800
N: 0.41170 -2.70220 1.31760
N: -2.33480 2.63760 1.42120
C: 0.30160 1.85920 5.89390
C: -2.89930 -3.58330 -1.09210
C: 1.63390 1.61540 3.41800
C: 1.94910 2.62330 4.30240
C: 1.24530 3.69190 -0.90510
C: 4.65140 -1.60620 0.25350
C: -2.59210 -2.67340 -2.28480
C: 3.41930 -1.64640 0.88300
C: 3.63750 4.62600 0.14860
C: -0.01120 0.83790 5.00980
C: 2.77250 5.49960 -0.49510
C: -2.12030 1.78170 -2.27020
C: 3.32450 3.28450 0.24730
C: 1.20060 -4.06490 -0.47470
C: -1.48300 1.68980 1.02140
C: -4.68870 -1.35140 0.48670
C: -3.51420 -3.03150 -3.44960
C: 0.71780 -2.87540 0.03400
C: -3.47300 0.58820 -3.99740
C: 2.11260 2.80090 -0.26520
C: 1.58610 5.02480 -1.03160
C: -4.82590 0.84890 -0.69210
C: -0.72630 -1.02880 3.67250
C: 1.35970 -5.13340 0.40390
C: -2.38510 0.43510 -2.94170
C: -5.66320 -1.17750 -1.80400
C: 3.98940 0.45050 -0.75700
C: 0.58940 -3.69840 2.17350
C: 1.06960 -4.93930 1.74920
C: 1.29360 2.74440 5.52940
C: -1.07350 0.02960 -3.61930
C: -4.56350 -0.64830 -0.88000
C: 4.92660 -0.55460 -0.61250
C: 0.63640 0.70290 3.76410
C: -1.15590 -2.95220 -2.74830
C: 1.76680 1.39680 -0.04840
C: 2.78600 0.36040 -0.05420
H: -3.75880 -0.36530 -4.43030
H: -1.33750 1.68770 -1.52340
H: -0.92860 -4.00100 -2.56490
H: 4.55820 4.99150 0.57500
H: -4.56410 -2.88460 -3.23530
H: -1.99060 3.58260 1.51810
H: 4.00530 2.61300 0.75050
H: -3.95080 -3.54960 -0.82510
H: 2.71730 3.33510 4.04730
H: -5.75880 0.96480 -0.14350
H: 1.45730 -4.18560 -1.51450
H: 0.32470 3.33250 -1.33820
H: -1.77530 2.47900 -3.03080
H: -5.74440 -2.26010 -1.76340
H: 4.16300 1.28940 -1.41130
H: -3.81070 -1.93580 0.74720
H: 3.17660 -2.44720 1.57230
H: -3.37590 -4.08980 -3.66940
H: -1.03630 -2.78420 -3.81460
H: -4.36060 1.07490 -3.60510
H: 0.58870 -1.92370 -0.52730
H: 2.15010 1.51720 2.47790
H: -0.21380 1.94440 6.83770
H: 5.85900 -0.51500 -1.15300
H: -3.08540 1.21650 -4.79800
H: 3.02120 6.54510 -0.57990
H: 0.92950 5.70280 -1.55300
H: -2.65810 -4.61690 -1.33700
H: 1.72340 -6.08440 0.04740
H: -0.32740 -0.27900 -2.88780
H: -5.53760 -0.86070 -2.83480
H: -2.99700 2.22250 -1.81330
H: -4.95460 1.34950 -1.64640
H: -0.66810 0.88750 -4.15470
H: -6.61120 -0.77630 -1.44650
H: -2.29830 -3.30130 -0.22660
H: -0.42680 -2.35040 -2.22000
H: -4.03970 1.33950 -0.12480
H: -3.26260 -2.47960 -4.35160
H: -1.22050 -0.76200 -4.34650
H: -5.54640 -2.01970 0.48730
H: 1.56990 3.53790 6.20380
H: 5.37280 -2.38760 0.42350
H: -4.84720 -0.62690 1.28280
H: 0.38790 -3.52040 3.22000
H: -1.24360 -1.88510 3.27930
H: -3.18770 2.39230 1.89870

Atom charges from the Mulliken analysis, given in e for atoms 1 to 6: atom 1 (Br): -0.124, atom 2 (Mn): 0.081, atom 3 (S): -0.244, atom 4 (S): -0.146, atom 5 (P): -1.736, atom 6 (N): 0.815

***

[2]
Molecular formula: C37H47FN2O6PReS2
Method: DFT, ωB97M-V with the def2-TZVPD basis set

Summary:
2S+1: 4
Relative energy (zero: lowest compared OMol25 entry of this formula, charge and spin) (kcal/mol): 6.19
Largest force on an atom (hartree/bohr): 0.0016
<S²>: 3.780
Total charge: +1
Frontier orbital gap (alpha / beta) (eV): 6.2 / 8.2

Positions of all 97 atoms, in Å:
Re: 0.87625 -0.67610 -0.22484
S: 3.98491 -0.52139 2.76095
S: 0.41996 2.63186 0.86863
P: 2.67292 -0.60394 -2.94990
F: -3.05768 3.26945 -4.33296
O: 2.07866 0.13185 -1.74925
O: -0.77688 0.40890 -1.04226
O: -0.40845 -1.22948 1.22326
O: 1.18279 1.33129 0.71401
O: -2.28608 -1.94138 2.15034
O: 2.66929 -0.59345 2.06057
N: 1.45355 -2.31559 -0.61784
N: -4.78065 -0.23290 -0.46662
C: 3.28002 0.63734 -4.09234
C: 4.75753 0.59636 0.36223
C: -2.50889 -0.66661 0.19036
C: 1.84312 2.33693 3.26443
C: -6.77126 1.16641 -2.03257
C: 1.30613 -3.68925 -0.13157
C: -2.67542 1.17999 3.07025
C: -2.98750 0.85722 -1.64906
C: -7.03843 0.69941 -0.61324
C: -3.52982 2.78696 1.48785
C: 6.53806 -0.08953 1.84766
C: -6.56232 -1.12614 1.04964
C: -1.69845 -1.34994 1.26382
C: 2.32236 -4.56996 -0.86344
C: 1.56492 -3.76833 1.37410
C: 5.18718 0.04259 1.55747
C: 4.05244 -1.66280 -2.54053
C: -4.82973 2.22717 -3.20522
C: -4.36031 0.65283 -1.45984
C: -3.87239 -0.82646 0.30052
C: -1.18822 2.27809 1.55394
C: 1.21159 3.37556 2.33154
C: -2.24708 2.97963 0.99220
C: -3.73872 1.89432 2.52942
C: 7.06006 0.95214 -0.25381
C: 3.34630 2.20019 3.02702
C: -3.46041 2.40779 -3.38802
C: -1.39145 1.36605 2.58307
C: 7.47692 0.37039 0.93674
C: -2.53613 1.74953 -2.63276
C: 5.70587 1.06213 -0.53884
C: -6.23062 -0.55388 -0.31729
C: -5.29556 1.35406 -2.25099
C: -0.10870 -4.17446 -0.45714
C: 1.45802 -1.57939 -3.83317
C: 3.95448 1.00484 3.75741
C: -2.00728 0.17549 -0.81802
H: -7.64551 -1.21004 1.12514
H: -4.73727 1.74967 2.92292
H: 4.02720 1.25168 -3.59059
H: -0.31476 -4.06725 -1.52504
H: -6.77179 1.47766 0.10866
H: -0.84930 -3.60473 0.10364
H: -6.45776 -1.30127 -1.08422
H: -4.35875 3.33812 1.06238
H: 2.21612 -5.61336 -0.56136
H: -1.47595 1.90489 -2.77040
H: 2.56234 -3.39037 1.60335
H: 1.88483 -1.97690 -4.75450
H: 7.79415 1.31568 -0.96080
H: 2.45479 1.27566 -4.40678
H: -7.15186 0.41974 -2.73632
H: 8.53215 0.27132 1.15300
H: -6.15178 -2.12149 1.20974
H: 6.85540 -0.55337 2.77472
H: 1.50052 -4.80658 1.70781
H: -2.06914 3.66645 0.17301
H: 3.52538 2.10725 1.95474
H: 2.18083 -4.51222 -1.94558
H: 0.60335 -0.94532 -4.07274
H: -0.57444 0.77464 2.97098
H: -0.21912 -5.22736 -0.19130
H: -5.52133 2.79001 -3.81928
H: 3.69741 0.65895 0.14854
H: -8.09525 0.47324 -0.47587
H: 1.96388 4.05904 1.93340
H: -6.21601 -0.46863 1.84913
H: -2.84471 0.45742 3.85683
H: 3.85440 3.11270 3.34867
H: 0.43478 3.97479 2.80632
H: 1.39045 1.35936 3.10952
H: -7.29543 2.09691 -2.24974
H: 3.34118 -4.25643 -0.62526
H: 1.65285 2.62963 4.29907
H: 4.44721 -2.12467 -3.44690
H: 4.83445 -1.07479 -2.06011
H: 0.84123 -3.17423 1.92843
H: 4.98857 1.17325 4.06211
H: 5.38462 1.52199 -1.46575
H: 1.13353 -2.39061 -3.18340
H: 3.70018 -2.42671 -1.85051
H: 3.38387 0.74293 4.65131
H: -4.22034 -1.48094 1.08464
H: 3.72989 0.16850 -4.96756

Atom charges from the Mulliken analysis, given in e for atoms 1 to 6: atom 1 (Re): 2.064, atom 2 (S): -0.072, atom 3 (S): 0.177, atom 4 (P): 1.240, atom 5 (F): -0.362, atom 6 (O): -1.122